The following is a DFT calculation (the ωB97M-V functional and the def2-TZVPD basis) of a molecular structure, C19H25N3PbSSi in a non-equilibrium geometry.

The geometry in ORCA input format:
```
! wB97M-V def2-TZVPD RIJCOSX def2/J DEFGRID3
* xyz 0 1
Pb 0.01 -2.10 2.28
S 0.97 -2.42 4.80
Si -0.13 -0.52 -2.47
N -1.95 -2.05 3.97
N 0.11 -0.57 6.48
N -1.56 -1.47 5.21
C 2.44 0.65 -2.66
C -0.92 1.70 -4.03
C -3.31 2.01 -2.54
C 3.84 0.48 -2.67
C 1.63 -0.45 -2.97
C -1.76 2.77 -4.29
C -2.46 0.94 -2.26
C -1.10 1.42 1.77
C -0.22 -1.43 5.51
C -1.28 0.82 -3.00
C -0.30 -2.16 0.28
C 2.20 -1.69 -3.33
C 0.02 1.58 0.92
C -2.94 2.94 -3.52
C -0.64 0.88 3.00
C 1.16 1.05 1.57
C 3.59 -1.82 -3.33
C 4.41 -0.74 -3.00
C 0.76 0.61 2.86
H -0.44 -3.09 -0.26
H -2.70 0.18 -1.51
H -0.01 1.56 -4.61
H 4.04 -2.77 -3.62
H 1.97 1.62 -2.43
H 0.58 -1.64 -0.03
H -1.16 -1.47 0.15
H -3.60 3.79 -3.69
H -0.66 -1.79 -2.86
H 5.50 -0.87 -2.94
H -2.12 -3.03 4.20
H -2.13 1.72 1.54
H -2.09 -0.60 5.40
H -1.22 0.78 3.92
H 1.42 0.25 3.66
H -2.84 -1.65 3.65
H 4.45 1.34 -2.45
H -4.24 2.09 -1.99
H 0.02 2.12 -0.05
H -0.64 -0.13 7.04
H 1.54 -2.53 -3.59
H 1.05 -0.63 6.87
H -1.55 3.45 -5.10
H 2.17 1.03 1.16
H 0.06 -0.18 -1.06
*
```

The HOMO energy is -0.2079 Ha. For the total energy, the calculation gives -1783.5613 Eh. Its energy above the lowest of the compared OMol25 structures with the same formula, charge and spin is 0.0 kcal per mole. The largest force on an atom is 4.24 eV Å⁻¹.